49
Properties=species:S:1:pos:R:3:forces:R:3:lowdin_charge:R:1 method="wB97M-V/def2-TZVPD" multiplicity=1 orbital_gap_ev=5.5 charge=+3
Tl -0.356 1.090 -0.625 -0.1 0.2 -0.1 1.0315
C 2.697 0.491 -2.023 0.1 0.0 0.0 -0.0327
C 2.665 -0.856 -1.376 0.1 -0.1 0.0 -0.2891
C 3.705 -1.779 -1.550 0.0 0.0 0.0 0.0452
C 3.657 -3.016 -0.940 0.0 0.1 0.0 0.0113
C 2.556 -3.338 -0.149 -0.2 -0.1 0.0 -0.0666
C 1.592 -2.360 -0.056 0.0 0.1 -0.1 -0.4212
N 1.604 -1.165 -0.616 0.1 -0.2 0.2 0.0060
Sb -0.134 -2.661 1.188 -0.3 0.9 -0.5 2.0186
C -0.235 -1.245 2.778 0.0 0.2 -0.1 -0.4286
C -0.243 -1.577 4.114 -0.1 -0.1 -0.1 -0.0570
C -0.246 -0.494 4.992 0.0 0.1 0.0 0.0120
C -0.230 0.787 4.478 0.0 0.0 0.0 0.0455
C -0.207 1.006 3.093 -0.1 0.0 0.1 -0.2868
C -0.186 2.385 2.518 0.0 0.0 0.0 -0.0350
N -0.206 -0.033 2.246 0.1 -0.3 0.1 0.0169
C -1.953 -3.269 0.305 0.1 -1.2 0.5 -0.4295
C -2.757 -4.374 0.271 -0.1 0.1 -0.1 -0.0163
C -3.901 -4.168 -0.503 0.0 0.1 0.0 0.0310
C -4.109 -2.941 -1.123 0.1 0.0 0.0 0.0530
C -3.200 -1.887 -1.000 -0.2 0.1 -0.1 -0.2557
C -3.392 -0.563 -1.653 -0.1 0.0 0.0 -0.0333
N -2.096 -2.110 -0.254 0.5 0.1 0.3 0.0518
H 3.653 0.667 -2.513 0.0 0.0 0.0 0.1027
H 1.922 0.569 -2.788 0.0 0.0 0.0 0.0900
H 2.555 1.287 -1.288 0.0 0.0 0.0 0.0730
H 4.555 -1.508 -2.161 0.0 0.0 0.0 0.1409
H 4.463 -3.726 -1.072 0.0 0.0 0.0 0.1415
H 2.474 -4.296 0.348 0.0 0.0 0.0 0.1187
H -0.256 -2.600 4.465 0.0 0.0 0.0 0.1213
H -0.256 -0.656 6.062 0.0 0.0 0.0 0.1413
H -0.218 1.638 5.145 0.0 0.0 0.0 0.1407
H -0.036 3.128 3.298 0.0 0.0 0.0 0.1022
H 0.620 2.498 1.789 0.0 0.0 0.0 0.0655
H -1.136 2.615 2.028 0.0 0.0 0.0 0.0920
H -2.539 -5.298 0.785 0.0 0.0 0.0 0.1326
H -4.629 -4.961 -0.618 0.0 0.0 0.0 0.1452
H -4.998 -2.786 -1.719 0.0 0.0 0.0 0.1446
H -4.378 -0.503 -2.109 0.0 0.0 0.0 0.1047
H -3.313 0.244 -0.925 0.0 0.0 0.0 0.0638
H -2.651 -0.413 -2.439 0.0 0.0 0.0 0.0869
N -0.157 4.757 -2.704 0.0 0.0 0.0 0.2019
C 0.241 4.570 -1.436 0.0 0.1 0.0 -0.6247
N 0.626 5.642 -0.732 0.0 0.0 0.0 0.2067
O 0.240 3.427 -0.907 0.0 -0.2 0.0 -0.2667
H -0.115 5.656 -3.153 0.0 0.0 0.0 0.1299
H -0.374 3.960 -3.274 0.0 0.0 0.0 0.1188
H 0.678 6.565 -1.127 0.0 0.0 0.0 0.1311
H 0.956 5.506 0.207 0.0 0.0 0.0 0.1247

***

60
Properties=species:S:1:pos:R:3:forces:R:3:lowdin_charge:R:1 method="wB97M-V/def2-TZVPD" multiplicity=1 orbital_gap_ev=7.7
Ag -0.552 0.412 -0.590 -0.8 -0.2 -0.2 0.7256
N -1.150 0.168 1.883 -0.4 -0.4 0.5 0.0027
N -1.173 -1.262 1.945 0.8 0.1 -1.0 -0.0640
C -2.345 -1.845 2.215 -0.5 -0.7 0.3 -0.9535
N -2.503 -3.113 1.789 -0.1 -0.2 -0.3 0.0896
S -3.535 -1.120 3.111 -0.6 0.6 0.3 0.6165
H -0.467 0.450 2.561 0.9 0.2 0.2 0.0783
H -2.010 0.399 2.398 -0.3 0.2 -0.4 -0.0168
H -0.702 -1.666 1.137 0.1 0.0 0.1 0.0950
H -1.926 -3.491 1.039 -0.2 0.2 0.1 0.0049
H -3.467 -3.417 1.834 0.3 -0.2 0.0 0.0865
O 3.814 -0.973 -1.193 -2.3 0.2 0.7 -0.3220
S 2.387 -1.063 -0.783 2.6 0.4 -1.7 0.6032
O 1.561 -1.905 -1.623 0.1 0.3 0.1 -0.3413
N 1.663 0.346 -0.593 0.2 -0.8 0.0 -0.2106
C 2.251 1.530 -0.243 1.8 0.8 0.0 -0.2811
C 3.589 1.753 0.135 -0.2 -0.7 -0.1 -0.0351
C 4.064 3.044 0.440 1.3 -0.1 0.5 -0.0918
C 3.249 4.121 0.506 -1.1 0.9 -0.1 -0.0673
C 1.896 3.993 0.097 0.1 -0.6 0.1 -0.1535
C 0.940 5.036 0.110 1.3 0.5 0.3 -0.0223
C -0.267 4.891 -0.463 -0.6 -0.7 -0.1 -0.0724
C -0.591 3.638 -0.995 0.4 -0.8 0.2 -0.1306
N 0.236 2.591 -0.930 -1.7 1.2 -0.1 0.0346
C 1.445 2.730 -0.354 0.0 -0.2 -0.3 -0.1794
C 2.396 -1.843 0.767 -0.1 -0.8 1.4 -0.2891
C 2.215 -3.218 0.928 -0.1 0.0 0.8 -0.0416
C 2.242 -3.769 2.216 0.2 1.1 -0.3 -0.0752
C 2.513 -2.981 3.312 -0.2 -0.2 1.1 -0.0895
C 2.655 -1.610 3.166 0.4 -0.9 -0.3 -0.0733
C 2.606 -1.068 1.898 -0.2 1.0 0.3 -0.0719
H 4.317 0.928 0.208 -0.7 0.4 -0.3 0.1078
H 5.149 3.188 0.673 -1.1 -0.3 -0.2 0.1224
H 3.541 5.117 0.807 0.5 0.0 0.1 0.1052
H 1.190 5.981 0.578 0.2 0.0 0.0 0.1180
H -1.005 5.664 -0.430 -0.3 0.4 -0.1 0.0996
H -1.605 3.499 -1.379 0.4 -0.3 -0.2 0.0849
H 2.028 -3.878 0.117 -0.1 -0.2 -0.8 0.0847
H 2.043 -4.778 2.456 -0.1 -1.2 -0.5 0.0918
H 2.563 -3.474 4.312 0.0 0.6 -0.9 0.1197
H 2.882 -1.030 4.030 0.0 0.6 0.4 0.0976
H 2.671 0.016 1.815 0.1 -0.2 -0.2 0.1001
N -5.407 2.823 -2.896 2.1 1.1 0.3 0.1216
N -4.517 2.127 -2.012 -1.9 0.8 -0.3 -0.2810
N -4.843 2.026 -0.734 -0.2 -0.5 -0.1 0.1295
C -3.869 1.262 -0.274 -0.1 0.8 -0.6 -0.1896
N -2.970 0.987 -1.243 0.5 -0.3 0.4 -0.0236
N -3.403 1.550 -2.330 0.4 -0.4 -0.7 0.0512
H -5.782 2.247 -3.630 0.1 -0.9 0.1 0.0809
H -4.801 3.508 -3.390 -0.6 -0.4 0.6 0.1019
H -3.790 0.980 0.749 0.1 -0.3 0.4 0.0700
N -0.601 -2.066 -3.306 0.0 0.2 -0.6 0.1676
C -0.784 -2.781 -2.190 -0.7 0.2 0.6 -0.6743
O -1.168 -2.276 -1.137 0.1 -0.5 -0.3 -0.0635
C -0.594 -4.255 -2.446 0.4 -0.6 -0.2 -0.5820
I -0.914 -5.535 -0.799 0.0 0.1 0.1 0.8798
H -0.485 -1.083 -3.161 0.1 0.4 0.0 0.0946
H -0.075 -2.449 -4.078 -0.1 0.0 0.2 0.1189
H 0.431 -4.444 -2.778 -0.1 0.2 0.2 0.0570
H -1.239 -4.610 -3.254 -0.1 0.2 0.2 0.0548

***

62
Properties=species:S:1:pos:R:3:forces:R:3:lowdin_charge:R:1 method="wB97M-V/def2-TZVPD" multiplicity=1 orbital_gap_ev=6.1
O 2.417 -0.508 3.319 -1.5 0.3 -0.8 -0.0186
C 1.989 -1.453 2.619 3.5 -0.8 0.4 -0.6283
O 2.638 -2.518 2.365 -2.9 1.7 -0.4 -0.0311
C 0.489 -1.214 2.103 0.2 0.0 1.2 -0.3041
F -0.222 -1.453 3.308 -0.2 -0.7 -1.4 0.0276
N 0.097 0.202 1.836 -0.7 -1.0 -1.8 0.1675
C -0.747 0.300 0.842 1.2 0.3 0.9 -0.2941
P -1.311 2.058 0.325 -1.5 0.7 0.5 0.6363
O -0.903 3.003 1.661 1.2 -1.3 -1.6 -0.3699
Br 0.024 2.807 -1.341 0.0 -0.6 0.9 0.3352
C -1.236 -1.109 0.206 1.3 3.2 1.4 -0.2345
C -1.239 -0.680 -1.318 -0.3 -0.3 0.2 -0.0551
B -1.381 -1.841 -2.402 -0.5 -0.7 -1.8 -0.5773
O -1.444 -1.435 -3.762 -0.5 -0.4 1.7 0.1205
O -1.497 -3.233 -2.162 -0.5 1.2 0.0 0.0808
C -2.656 -1.397 0.871 1.7 0.4 -0.3 -0.2169
C -2.947 -0.814 2.156 -2.8 -0.6 0.7 -0.0151
C -4.299 -1.022 2.775 1.5 -1.4 -3.9 -0.0024
C -5.151 -1.843 1.921 1.7 1.1 0.9 -0.0448
C -4.640 -2.363 0.668 -1.2 -0.8 -0.4 -0.1272
N -3.433 -2.196 0.061 -1.3 1.9 3.6 0.1334
C 0.031 -1.926 0.772 0.1 -0.4 -0.4 -0.3923
P -0.102 -3.776 1.106 1.7 -0.1 -0.1 0.9845
P -1.756 -4.432 2.330 -3.9 -2.7 0.1 0.3743
O -2.943 -4.848 1.495 1.4 0.9 1.0 -0.3801
O -1.230 -5.888 3.025 0.9 2.4 -1.0 -0.2141
O -2.222 -3.499 3.603 0.8 -0.9 -0.8 -0.1990
C 1.266 -1.776 -0.229 2.5 0.4 -2.3 -0.1517
C 2.063 -0.529 -0.403 -0.2 -2.7 -1.0 -0.0014
C 3.163 -0.564 -1.361 -0.4 0.9 0.9 -0.1243
N 3.601 -1.575 -2.161 -2.1 -0.6 1.3 0.0411
C 2.865 -2.724 -2.070 -1.1 1.3 1.6 -0.0966
C 1.731 -2.842 -1.139 0.1 0.4 -0.1 -0.0252
H 0.490 0.985 2.368 0.1 -0.5 0.0 0.1680
H 0.066 3.172 1.638 -0.6 0.2 0.3 0.0518
H -0.317 -0.080 -1.567 -0.8 -0.7 0.3 0.0782
H -2.116 0.030 -1.458 0.8 -0.8 0.1 0.1250
H -1.976 -2.085 -4.259 0.8 0.2 0.1 0.1088
H -2.419 -3.500 -1.979 0.6 0.1 0.3 0.1087
H -2.274 -0.199 2.806 -0.3 -0.9 -1.2 0.1120
H -4.566 -0.568 3.755 0.2 -0.6 -1.0 0.1127
H -6.191 -2.072 2.247 1.0 0.1 -0.5 0.1053
H -5.349 -3.021 0.088 0.8 0.8 0.7 0.1239
H -0.477 -4.314 -0.177 -0.7 0.6 0.9 -0.0255
H -0.279 -5.990 2.808 -0.5 -0.1 0.4 0.0476
H -2.976 -3.959 4.033 0.5 0.3 -0.3 0.0944
H 1.843 0.397 0.168 0.5 -0.8 -0.6 0.0914
H 3.760 0.389 -1.436 -0.7 -1.1 0.0 0.1148
H 3.161 -3.581 -2.732 -0.4 1.0 0.8 0.1163
H 1.218 -3.841 -1.180 0.6 1.3 0.2 0.0747
C 3.547 7.231 0.019 0.1 0.2 0.3 -0.0439
O 3.383 6.184 -0.937 -0.1 -0.1 -0.2 -0.0049
C 3.115 6.611 -2.178 0.0 -0.1 0.0 -0.6125
O 3.008 7.759 -2.523 0.0 -0.2 0.1 0.1279
O 2.987 5.537 -2.968 0.0 0.1 0.2 -0.0105
C 2.698 5.844 -4.332 -0.1 0.0 -0.4 -0.0431
H 3.758 6.767 0.982 0.0 -0.2 -0.2 0.0931
H 4.387 7.871 -0.250 -0.2 0.0 -0.1 0.0995
H 2.631 7.816 0.110 0.1 0.1 -0.1 0.0979
H 3.505 6.429 -4.775 -0.1 0.1 0.1 0.0996
H 1.748 6.373 -4.415 0.1 0.1 0.0 0.0983
H 2.617 4.901 -4.872 0.1 -0.1 0.3 0.0934

***

50
Properties=species:S:1:pos:R:3:forces:R:3:lowdin_charge:R:1 method="wB97M-V/def2-TZVPD" multiplicity=1 smiles="C=CC(=O)N(CC(=O)N[C@@H](Cc1ccsc1)B(O)O)c1cccc(CC)c1" orbital_gap_ev=8.7
C 1.559 -2.626 -3.579 -0.3 -1.1 0.9 0.0803
C 1.668 -1.893 -2.487 0.6 -1.4 0.8 -0.1014
C 1.293 -0.509 -2.459 -0.7 2.2 0.5 -0.4337
O 0.801 -0.017 -3.455 0.1 0.7 -0.3 0.0625
N 1.464 0.303 -1.293 0.0 -0.3 -1.2 0.0150
C 1.413 1.769 -1.483 1.0 -1.0 -0.6 -0.0368
C 0.128 2.351 -0.964 -0.7 -1.4 -0.2 -0.4377
O 0.146 3.427 -0.393 -0.6 0.5 0.3 0.0697
N -0.965 1.532 -1.114 0.9 0.0 -0.7 0.1489
C -2.321 1.885 -0.708 -0.9 -0.2 0.6 -0.1656
C -3.367 0.949 -1.334 0.9 0.3 -1.5 -0.0914
C -3.015 -0.499 -1.252 -0.1 0.1 1.0 -0.3502
C -3.271 -1.314 -0.116 -0.6 0.4 1.2 -0.1441
C -2.974 -2.617 -0.279 0.5 -0.1 -0.7 -0.3956
S -2.256 -2.874 -1.829 0.0 0.4 -0.2 0.9654
C -2.415 -1.189 -2.233 0.2 -0.8 -0.6 -0.3698
B -2.503 1.894 0.860 1.1 0.2 0.7 -0.6108
O -3.392 1.061 1.508 0.4 1.1 0.3 0.1484
O -1.673 2.743 1.560 -1.0 -1.0 0.2 0.1693
C 1.326 -0.177 0.027 -0.1 -1.1 -0.1 -0.2073
C 0.660 -1.372 0.283 -0.7 0.1 0.9 -0.0317
C 0.553 -1.896 1.583 0.6 -0.5 -0.5 -0.0447
C 1.145 -1.221 2.640 -0.2 0.1 -0.8 -0.0381
C 1.780 -0.022 2.368 0.5 0.4 0.6 -0.2474
C 2.537 0.735 3.414 -0.1 -0.7 0.6 -0.2013
C 4.014 0.302 3.469 -0.3 -0.8 -0.9 -0.0824
C 1.867 0.484 1.104 -0.5 -0.8 -0.8 0.0203
H 1.208 -2.185 -4.465 -0.3 0.4 -1.2 0.0598
H 1.658 -3.717 -3.504 0.3 0.6 -0.3 0.0843
H 1.965 -2.365 -1.579 0.3 -0.2 0.5 0.0954
H 1.541 1.975 -2.556 -0.3 -0.1 0.3 0.1398
H 2.299 2.204 -0.993 -0.7 0.1 0.0 0.1340
H -0.862 0.648 -1.655 0.0 1.1 0.7 0.1323
H -2.507 2.925 -0.985 -0.1 0.1 -0.4 0.1561
H -3.436 1.185 -2.403 -0.1 0.0 0.1 0.1278
H -4.346 1.109 -0.921 -0.3 0.2 0.4 0.1237
H -3.626 -0.872 0.819 -0.1 -0.5 -0.5 0.1085
H -3.095 -3.439 0.402 0.0 0.0 0.1 0.0654
H -2.125 -0.750 -3.174 0.1 -0.4 -0.3 0.0865
H -3.276 1.231 2.455 -0.2 -0.2 0.0 0.1230
H -1.015 3.060 0.928 0.4 0.7 0.0 0.0444
H 0.100 -1.817 -0.506 -0.2 -0.6 -0.5 0.0678
H 0.161 -2.918 1.736 -0.2 0.9 -0.2 0.1167
H 1.126 -1.608 3.635 0.0 -0.2 0.5 0.1073
H 2.397 1.798 3.256 0.3 0.3 -0.1 0.1108
H 2.024 0.501 4.345 0.3 0.1 0.4 0.1066
H 4.111 -0.780 3.669 -0.3 0.4 0.0 0.0811
H 4.539 0.437 2.505 -0.4 0.2 0.3 0.0804
H 4.561 0.809 4.227 0.4 0.6 0.6 0.0517
H 2.396 1.362 0.924 0.9 1.5 0.0 0.1066

***

52
Properties=species:S:1:pos:R:3:forces:R:3:lowdin_spin:R:1 method="wB97M-V/def2-TZVPD" multiplicity=5 orbital_gap_ev="7.0 / 4.9" charge=+1
Os -0.833 0.438 -0.028 0.4 -0.5 -0.1 2.7832
O 1.952 0.963 -3.569 0.1 -0.1 -0.2 0.0047
C 1.811 -0.310 -3.993 -0.1 0.0 0.2 0.0025
C 2.498 -0.627 -5.162 0.1 0.0 -0.1 0.0001
C 2.443 -1.899 -5.683 0.0 0.0 -0.1 0.0021
C 1.704 -2.905 -5.052 0.1 -0.1 -0.1 0.0009
C 1.024 -2.612 -3.902 0.0 0.1 0.2 -0.0002
C 1.055 -1.314 -3.347 0.1 0.2 -0.1 0.0018
C 0.293 -1.061 -2.140 -0.1 -0.5 0.2 0.0107
O 0.267 0.189 -1.645 -0.4 -0.1 0.2 0.1647
N -0.348 -2.020 -1.523 0.3 0.6 -0.3 0.0249
N -1.007 -1.521 -0.422 -0.6 -0.5 0.5 0.0355
C -1.703 -2.419 0.264 0.4 0.4 -0.5 0.0855
C -2.485 -2.156 1.403 -0.1 0.0 0.2 0.0358
C -3.120 -3.254 2.041 0.2 0.1 -0.3 0.0253
C -3.888 -3.066 3.152 -0.1 0.2 0.2 0.0182
C -4.048 -1.764 3.658 -0.1 -0.3 0.1 0.0407
C -3.463 -0.676 3.048 -0.1 0.3 0.2 0.0130
C -2.682 -0.852 1.918 0.1 -0.1 -0.2 0.0426
O -2.152 0.240 1.350 0.1 -0.1 -0.1 0.2816
H 1.384 1.151 -2.817 -0.2 0.0 0.2 0.0006
H 3.072 0.158 -5.640 -0.1 -0.1 0.0 0.0000
H 2.980 -2.120 -6.597 0.0 0.0 0.0 0.0001
H 1.673 -3.903 -5.468 0.0 0.0 0.0 0.0000
H 0.450 -3.375 -3.396 0.0 0.0 0.0 -0.0001
H -1.648 -3.433 -0.115 0.0 0.0 -0.1 0.0019
H -2.979 -4.247 1.631 0.0 0.1 0.0 0.0004
H -4.368 -3.906 3.635 0.0 0.0 0.0 0.0002
H -4.644 -1.611 4.550 0.0 0.0 -0.1 0.0016
H -3.595 0.330 3.426 0.0 -0.1 0.0 0.0000
C 2.381 0.332 0.534 0.1 -0.1 0.1 0.0049
O 1.184 -0.091 1.223 -0.1 0.2 -0.2 0.1313
C 1.212 0.204 2.636 0.1 -0.2 0.0 0.0063
C 1.011 1.655 2.947 -0.1 0.2 -0.1 0.0006
O -0.327 1.959 2.640 0.0 0.1 0.2 0.0150
C -0.653 3.319 2.897 0.0 0.0 -0.1 0.0017
H 3.252 -0.064 1.055 0.0 0.0 0.1 0.0021
H 2.450 1.417 0.474 0.0 0.0 0.0 0.0001
H 2.346 -0.080 -0.467 0.0 0.0 0.0 0.0005
H 2.162 -0.146 3.041 0.0 -0.1 -0.1 0.0028
H 0.402 -0.371 3.081 0.0 -0.1 0.0 0.0003
H 1.695 2.286 2.366 0.0 0.1 0.0 0.0001
H 1.222 1.823 4.009 0.0 0.0 0.1 0.0005
H -0.399 3.588 3.925 0.0 0.0 0.0 0.0008
H -1.724 3.430 2.751 0.0 0.0 0.0 0.0000
H -0.123 3.988 2.213 0.0 0.0 0.0 0.0003
B 1.003 4.467 -0.967 0.1 0.5 -0.2 0.0372
C 0.160 3.282 -0.533 -0.3 -0.3 0.3 0.1054
N -0.456 2.351 -0.164 0.1 0.5 -0.2 0.0669
H 0.270 5.215 -1.586 0.0 -0.2 0.1 0.0173
H 1.422 5.007 0.035 0.0 -0.2 0.0 0.0133
H 1.870 4.011 -1.690 -0.1 0.0 0.1 0.0142